[1]
One molecule with the formula C18H18N6O3 at a distorted geometry. Source: OMol25; level of theory: ωB97M-V/def2-TZVPD.

XYZ file:
```
45
Properties=species:S:1:pos:R:3:nbo_charge:R:1
C -5.77 -0.32 -1.14 -0.25
O -5.46 0.77 -0.30 -0.49
C -4.16 1.12 -0.14 0.28
C -3.08 0.49 -0.75 -0.29
C -1.79 0.94 -0.51 -0.25
C -1.55 2.01 0.34 0.20
N -0.27 2.50 0.61 -0.57
C 0.95 2.03 0.29 0.63
N 1.94 2.81 0.72 -0.60
C 3.19 2.45 0.48 0.49
N 4.15 3.27 0.91 -0.76
C 3.48 1.23 -0.23 -0.20
N 4.78 0.80 -0.44 0.53
O 5.73 1.49 -0.05 -0.45
O 4.99 -0.27 -1.03 -0.46
C 2.34 0.47 -0.64 0.50
N 2.47 -0.67 -1.33 -0.56
C 1.36 -1.55 -1.62 -0.26
C 0.99 -2.39 -0.41 0.06
C -0.32 -2.46 0.04 -0.24
C -0.64 -3.22 1.15 -0.19
C 0.35 -3.92 1.82 -0.22
C 1.66 -3.85 1.38 -0.20
C 1.98 -3.10 0.27 -0.24
N 1.10 0.89 -0.38 -0.62
C -2.64 2.64 0.94 -0.23
C -3.92 2.21 0.70 -0.24
H -5.31 -1.25 -0.78 0.17
H -5.45 -0.13 -2.17 0.18
H -6.85 -0.42 -1.12 0.20
H -3.22 -0.34 -1.42 0.22
H -0.94 0.46 -0.98 0.24
H -0.23 3.34 1.16 0.41
H 3.87 4.09 1.41 0.41
H 5.12 3.00 0.77 0.44
H 3.42 -0.99 -1.45 0.44
H 0.51 -0.95 -1.93 0.22
H 1.67 -2.20 -2.44 0.22
H -1.09 -1.91 -0.48 0.21
H -1.66 -3.26 1.49 0.21
H 0.10 -4.51 2.69 0.21
H 2.43 -4.40 1.90 0.21
H 3.00 -3.05 -0.07 0.21
H -2.47 3.49 1.60 0.21
H -4.76 2.69 1.17 0.23
```

For the energy above the lowest of the compared OMol25 structures with the same formula, charge and spin, the calculation gives 0.0 kJ/mol. The SMILES is COc1ccc(Nc2nc(N)c([N+](=O)[O-])c(NCc3ccccc3)n2)cc1. The calculation puts the LUMO energy at -0.069 eV. As for the HOMO energy: -7.85 eV. The calculation puts the orbital gap at 7.78 eV.


[2]
C18H19AsN2O9RhS4 as an isolated structure. Source: OMol25; level of theory: ωB97M-V/def2-TZVPD.

XYZ file:
```
54
Properties=species:S:1:pos:R:3:mulliken_spin:R:1
Rh -0.33 -0.59 0.19 2.43
O 0.49 4.01 1.58 0.01
As 0.41 2.84 0.22 0.01
O 1.84 3.04 -0.56 0.00
O 0.07 1.42 1.04 0.08
C -1.13 3.55 -0.73 0.00
C -1.59 4.80 -0.31 0.00
C -2.64 5.42 -0.95 0.00
C -3.25 4.81 -2.03 0.00
C -2.81 3.57 -2.46 0.00
C -1.75 2.94 -1.81 0.01
S -1.36 1.32 -2.46 -0.02
O -0.23 0.84 -1.64 0.06
O -1.02 1.52 -3.85 0.01
O -2.58 0.56 -2.23 0.05
H 1.35 4.43 1.46 0.00
H -1.11 5.27 0.54 0.00
H -2.98 6.39 -0.60 0.00
H -4.08 5.29 -2.54 0.00
H -3.28 3.07 -3.30 0.00
C 3.81 -0.09 -1.68 0.01
C 4.31 -1.37 -1.77 0.00
C 3.59 -2.41 -1.21 0.00
C 2.39 -2.14 -0.58 0.03
N 1.91 -0.89 -0.49 0.07
C 2.60 0.11 -1.03 -0.02
C 1.56 -3.21 0.04 -0.01
C 1.87 -4.56 -0.07 0.00
C 1.06 -5.50 0.53 0.00
C -0.05 -5.07 1.24 0.00
C -0.30 -3.71 1.30 -0.01
N 0.48 -2.80 0.72 0.05
H 4.33 0.76 -2.10 0.00
H 5.25 -1.57 -2.27 0.00
H 3.97 -3.42 -1.26 0.00
H 2.18 1.11 -0.94 0.01
H 2.73 -4.88 -0.64 0.00
H 1.28 -6.55 0.44 0.00
H -0.73 -5.76 1.72 0.00
H -1.17 -3.33 1.81 0.00
C -1.50 0.53 3.45 0.01
S -0.51 -0.87 2.90 0.13
C 1.13 -0.27 3.33 -0.01
H -1.41 0.65 4.53 0.01
H -2.54 0.32 3.19 -0.01
H -1.16 1.42 2.92 0.00
H 1.29 0.68 2.82 0.00
H 1.84 -1.01 2.97 0.00
H 1.23 -0.17 4.41 0.01
O -2.92 -3.24 0.18 0.04
S -2.71 -2.29 -0.90 -0.02
O -1.31 -2.21 -1.35 0.06
O -3.69 -2.32 -1.95 0.01
S -2.86 -0.46 0.17 1.02
```

As for the net charge: -1. For the energy above the lowest of the compared OMol25 structures with the same formula, charge and spin, the calculation gives 0.0 kJ/mol. The spin multiplicity is 5. The calculation puts the LUMO energy (spin up / spin down) at 2.068 / 1.167 eV. As for the HOMO energy (spin up / spin down): -5.28 / -6.22 eV. The calculation puts the orbital gap (spin up / spin down) at 7.35 / 7.38 eV.


[3]
C18H19BN3O2S2Sn as an isolated structure at a distorted geometry. Source: OMol25; level of theory: ωB97M-V/def2-TZVPD.

XYZ file:
```
46
Properties=species:S:1:pos:R:3:nbo_charge:R:1
N 1.49 -0.25 3.85 -0.33
C 0.76 -1.13 3.44 0.48
O -0.17 -1.79 2.57 -0.52
C -1.47 -1.96 3.20 0.21
C -2.26 -0.53 3.28 -0.53
C -3.19 -0.29 1.97 -0.42
C -2.80 1.09 1.18 -0.53
S -0.98 1.07 0.83 0.22
C -0.63 0.07 -0.72 -0.09
S -0.84 -1.58 -0.62 0.08
N -0.16 0.85 -1.89 -0.54
C 0.11 0.04 -3.07 0.18
C -1.12 -0.57 -3.85 -0.18
C -0.93 -1.47 -5.13 -0.17
C 0.51 -1.78 -5.69 -0.20
C 1.72 -1.15 -4.96 -0.23
C 1.50 -0.26 -3.68 -0.31
C 1.00 1.63 -1.42 0.13
C 2.29 1.07 -0.75 -0.33
C 3.48 1.99 -0.26 -0.21
C 3.38 3.55 -0.40 -0.20
C 2.06 4.12 -1.05 -0.18
C 0.90 3.19 -1.56 -0.18
B -1.17 -2.52 4.73 0.94
N -1.23 -1.69 5.96 -1.06
O -0.85 -3.95 4.82 -0.87
H -1.55 0.34 3.51 0.25
H -2.97 -0.61 4.19 0.26
H -4.32 -0.26 2.24 0.23
H -3.09 -1.17 1.22 0.23
H -3.47 1.30 0.28 0.25
H -2.98 1.93 1.95 0.25
H -2.21 -0.40 -3.52 0.26
H -1.80 -1.95 -5.69 0.25
H 0.72 -2.44 -6.60 0.25
H 2.80 -1.32 -5.31 0.23
H 2.44 0.18 -3.20 0.12
H 2.41 -0.06 -0.62 0.22
H 4.40 1.52 0.23 0.24
H 4.23 4.23 -0.04 0.26
H 2.00 5.28 -1.11 0.25
H -0.02 3.68 -2.03 0.25
H -0.63 -2.12 6.68 0.41
H -0.83 -0.75 5.76 0.40
H -0.44 -4.13 3.93 0.49
Sn 3.92 -0.99 -2.64 0.73
```

As for the net charge: +1. The calculation puts the LUMO energy at -6.908 eV. As for the HOMO energy: -8.77 eV. The calculation puts the orbital gap at 1.86 eV.


[4]
C18H19BrCl2IO2W as an isolated structure. Source: OMol25; level of theory: ωB97M-V/def2-TZVPD.

XYZ file:
```
44
Properties=species:S:1:pos:R:3:nbo_charge:R:1
W -0.09 0.25 -0.58 0.94
Cl 1.42 -0.79 1.26 0.16
C 2.85 -0.85 0.17 -0.36
Cl 2.37 0.00 -1.33 0.16
H 3.05 -1.88 -0.08 0.29
H 3.68 -0.32 0.63 0.25
C 1.21 3.09 -2.58 -0.59
C -0.01 3.08 -1.66 -0.10
C -0.49 4.51 -1.43 -0.61
C 0.06 2.22 -0.42 -0.51
C -1.09 2.07 -2.01 0.10
C -2.49 2.38 -1.85 -0.27
C -3.45 1.56 -2.32 -0.14
C -3.13 0.32 -2.96 -0.28
C -1.83 -0.01 -3.13 -0.06
C -0.76 0.82 -2.66 -0.49
H 2.00 3.69 -2.12 0.23
H 0.95 3.54 -3.54 0.23
H 1.61 2.10 -2.77 0.20
H 0.36 5.12 -1.11 0.23
H -1.25 4.57 -0.65 0.21
H -0.89 4.94 -2.34 0.23
H -0.37 2.70 0.46 0.25
H -2.77 3.33 -1.41 0.23
H -4.49 1.85 -2.23 0.23
H -3.92 -0.32 -3.32 0.23
H -1.57 -0.92 -3.66 0.23
H 0.15 0.78 -3.26 0.23
O 1.52 -2.92 -1.07 -0.65
C 0.33 -2.82 -1.27 0.68
O -0.37 -1.72 -1.17 -0.78
H -0.28 -3.70 -1.54 0.12
Br -3.96 -2.37 -0.85 0.12
C -4.85 -0.78 -0.39 -0.12
C -6.15 -0.60 -0.83 -0.22
C -6.84 0.56 -0.50 -0.18
C -6.25 1.54 0.28 -0.22
C -4.94 1.37 0.72 -0.16
C -4.26 0.22 0.37 -0.22
I -2.31 0.01 1.12 0.48
H -6.62 -1.37 -1.42 0.24
H -7.86 0.69 -0.84 0.24
H -6.79 2.44 0.55 0.24
H -4.46 2.13 1.33 0.23
```

As for the net charge: +1. For the energy above the lowest of the compared OMol25 structures with the same formula, charge and spin, the calculation gives 84.5 kJ/mol. The calculation puts the LUMO energy (spin up / spin down) at -3.904 / -3.856 eV. As for the HOMO energy (spin up / spin down): -10.89 / -10.87 eV. The calculation puts the orbital gap (spin up / spin down) at 6.99 / 7.01 eV.


[5]
C18H19BrIrN6OS2 as an isolated structure at a distorted geometry. Source: OMol25; level of theory: ωB97M-V/def2-TZVPD.

XYZ file:
```
48
Properties=species:S:1:pos:R:3:nbo_charge:R:1
Ir -0.08 -0.19 0.09 1.41
C 1.09 0.92 3.44 -0.68
C 1.70 1.55 2.26 0.12
N 1.40 1.26 1.02 -0.44
C 2.12 2.01 0.12 0.06
C 3.01 2.88 0.71 -0.37
S 2.93 2.78 2.40 0.64
C 1.86 1.80 -1.28 0.09
C 2.48 2.38 -2.38 -0.38
S 1.83 1.78 -3.83 0.65
C 0.74 0.78 -2.92 0.10
N 0.88 0.90 -1.62 -0.48
C -0.22 -0.13 -3.57 -0.68
H 0.31 0.22 3.15 0.23
H 0.66 1.69 4.09 0.28
H 1.84 0.41 4.04 0.28
H 3.68 3.57 0.23 0.28
H 3.26 3.11 -2.38 0.29
H -0.27 0.08 -4.64 0.28
H -1.22 -0.03 -3.14 0.24
H 0.09 -1.16 -3.44 0.26
C -4.52 -1.10 2.25 -0.42
N -4.03 -0.09 1.34 -0.36
C -4.84 0.86 0.83 0.15
C -4.37 1.81 -0.02 -0.34
C -3.00 1.78 -0.39 0.49
N -2.22 0.81 0.11 -0.65
C -2.71 -0.12 0.97 0.77
O -1.91 -0.97 1.40 -0.63
N -2.47 2.70 -1.19 -0.71
H -5.56 -0.88 2.51 0.25
H -3.91 -1.12 3.15 0.24
H -4.47 -2.08 1.78 0.24
H -5.87 0.83 1.14 0.27
H -5.03 2.56 -0.42 0.27
H -3.04 3.45 -1.56 0.44
H -1.49 2.68 -1.41 0.41
Br 1.24 -6.94 0.75 0.24
C 0.92 -5.07 0.55 0.00
C 1.42 -4.16 1.49 -0.24
C 1.16 -2.82 1.31 0.06
N 0.46 -2.35 0.28 -0.48
C -0.04 -3.22 -0.61 0.04
C 0.17 -4.58 -0.52 -0.24
H 2.00 -4.49 2.34 0.28
H 1.52 -2.09 2.03 0.22
H -0.63 -2.82 -1.42 0.22
H -0.24 -5.25 -1.26 0.28
```

As for the net charge: +3. The calculation puts the LUMO energy (spin up / spin down) at -12.049 / -11.954 eV. As for the HOMO energy (spin up / spin down): -17.26 / -17.26 eV. The calculation puts the orbital gap (spin up / spin down) at 5.21 / 5.31 eV.